# 1
Here is a 9-piece molecular cluster, C49H107BrN5O17 overall from the OMol25 dataset. Energies are from ωB97M-V with the def2-TZVPD basis set.

Output
Net charge = +1
Highest occupied orbital energy = -10.07 eV
LUMO level = -3.061 eV

Last column: Löwdin charge in e.
CARTESIAN COORDINATES (ANGSTROEM)
C -5.44 7.81 1.25  -0.077
N -4.97 6.77 2.19  -0.080
C -3.59 6.49 2.12  -0.159
N -3.27 5.28 1.33  0.038
N -1.97 4.85 1.37  0.157
C -1.89 3.79 0.55  -0.434
N -0.77 3.12 0.28  -0.436
Br 0.77 3.65 1.14  0.906
C -0.67 1.97 -0.63  -0.164
C -1.21 2.20 -2.01  -0.192
C -1.46 3.44 -2.53  -0.062
C -1.96 3.57 -3.79  -0.086
C -2.24 2.48 -4.57  -0.064
C -1.96 1.24 -4.06  -0.034
C -1.44 1.08 -2.80  -0.227
C -1.15 -0.30 -2.30  -0.028
N -3.07 3.54 0.02  0.251
C -3.90 4.45 0.50  -0.223
C -5.32 4.52 0.10  -0.098
C -6.31 4.06 1.16  -0.175
C -6.31 2.54 1.41  -0.137
C -5.92 2.18 2.84  -0.220
O -5.05 1.05 2.88  -0.198
C -3.87 1.28 3.62  -0.098
H -6.41 7.54 0.86  0.077
H -5.51 8.77 1.74  0.085
H -4.76 7.88 0.42  0.081
H -5.23 7.04 3.13  0.122
H -3.22 6.31 3.12  0.138
H -3.01 7.32 1.73  0.136
H -1.26 5.30 1.92  0.129
H 0.38 1.74 -0.73  0.103
H -1.11 1.10 -0.16  0.121
H -1.25 4.33 -1.95  0.109
H -2.17 4.55 -4.19  0.109
H -2.66 2.61 -5.54  0.110
H -2.15 0.35 -4.65  0.115
H -0.09 -0.37 -2.04  0.083
H -1.69 -0.54 -1.40  0.082
H -1.30 -1.04 -3.06  0.082
H -5.44 3.87 -0.76  0.131
H -5.53 5.51 -0.25  0.109
H -6.15 4.54 2.11  0.084
H -7.29 4.37 0.83  0.114
H -7.34 2.23 1.29  0.109
H -5.73 1.99 0.68  0.117
H -6.82 1.94 3.40  0.118
H -5.45 3.02 3.34  0.106
H -3.27 2.07 3.18  0.072
H -4.14 1.52 4.65  0.083
H -3.32 0.35 3.61  0.089
C 2.70 -1.17 0.88  -0.120
O 2.32 -2.40 1.44  -0.179
C 1.07 -2.86 0.95  -0.202
C 1.23 -3.92 -0.12  -0.204
O 1.81 -3.38 -1.29  -0.196
C 3.19 -3.69 -1.42  -0.094
H 3.75 -0.99 1.12  0.092
H 2.58 -1.16 -0.21  0.080
H 2.10 -0.35 1.31  0.080
H 0.47 -2.03 0.57  0.115
H 0.53 -3.30 1.80  0.125
H 0.23 -4.29 -0.39  0.126
H 1.81 -4.76 0.26  0.130
H 3.33 -4.74 -1.71  0.079
H 3.74 -3.49 -0.50  0.087
H 3.61 -3.06 -2.21  0.093
C -7.67 -1.44 8.69  -0.102
O -8.31 -0.39 7.98  -0.186
C -7.63 0.84 8.06  -0.209
C -6.84 1.12 6.80  -0.214
O -5.77 0.20 6.64  -0.200
C -6.05 -0.83 5.70  -0.087
H -8.14 -2.38 8.39  0.091
H -6.61 -1.49 8.47  0.080
H -7.81 -1.31 9.77  0.090
H -6.98 0.87 8.94  0.127
H -8.39 1.62 8.18  0.126
H -6.40 2.12 6.88  0.122
H -7.50 1.11 5.93  0.121
H -6.01 -0.43 4.69  0.074
H -7.03 -1.28 5.87  0.091
H -5.29 -1.60 5.82  0.084
C 1.58 2.93 -4.65  -0.106
O 0.92 3.97 -5.34  -0.197
C 1.56 5.23 -5.19  -0.207
C 2.38 5.60 -6.41  -0.198
O 3.48 4.73 -6.57  -0.187
C 3.28 3.73 -7.57  -0.106
H 1.16 1.99 -5.00  0.092
H 2.66 2.93 -4.85  0.088
H 1.41 3.01 -3.57  0.079
H 2.19 5.24 -4.30  0.126
H 0.77 5.98 -5.06  0.123
H 2.78 6.61 -6.27  0.116
H 1.75 5.60 -7.31  0.131
H 3.35 4.17 -8.57  0.091
H 2.31 3.24 -7.45  0.083
H 4.07 2.99 -7.46  0.090
C 3.02 12.72 -4.83  -0.106
O 3.48 11.68 -3.99  -0.187
C 2.52 10.65 -3.79  -0.213
C 2.81 9.44 -4.65  -0.218
O 2.64 9.72 -6.03  -0.197
C 3.86 9.93 -6.72  -0.103
H 3.87 13.33 -5.10  0.091
H 2.55 12.34 -5.74  0.084
H 2.29 13.35 -4.30  0.089
H 1.51 11.02 -3.98  0.126
H 2.59 10.36 -2.74  0.123
H 2.09 8.65 -4.39  0.115
H 3.82 9.06 -4.45  0.129
H 4.39 8.99 -6.86  0.086
H 4.51 10.63 -6.18  0.086
H 3.63 10.36 -7.69  0.091
C 6.86 -8.36 -5.29  -0.103
O 7.23 -8.61 -3.94  -0.185
C 7.66 -7.45 -3.25  -0.208
C 6.58 -6.90 -2.35  -0.206
O 5.47 -6.41 -3.08  -0.199
C 4.38 -7.32 -3.10  -0.118
H 6.34 -9.24 -5.66  0.084
H 6.19 -7.50 -5.37  0.090
H 7.75 -8.20 -5.90  0.085
H 7.99 -6.68 -3.96  0.127
H 8.52 -7.74 -2.64  0.126
H 6.99 -6.06 -1.78  0.125
H 6.26 -7.67 -1.63  0.127
H 3.88 -7.32 -2.13  0.083
H 4.70 -8.33 -3.35  0.085
H 3.68 -6.98 -3.86  0.090
C -2.86 -5.56 3.98  -0.110
O -1.86 -4.89 4.73  -0.190
C -2.28 -3.62 5.21  -0.210
C -2.68 -3.66 6.66  -0.208
O -3.85 -4.44 6.85  -0.193
C -3.59 -5.74 7.35  -0.105
H -2.54 -6.59 3.86  0.090
H -3.83 -5.54 4.48  0.084
H -2.95 -5.10 2.98  0.086
H -3.09 -3.23 4.59  0.120
H -1.42 -2.94 5.10  0.124
H -2.91 -2.65 6.99  0.116
H -1.86 -4.04 7.28  0.127
H -3.33 -5.69 8.41  0.090
H -2.79 -6.23 6.79  0.085
H -4.51 -6.32 7.24  0.089
C -1.42 -1.76 12.71  -0.109
O -0.30 -1.16 12.08  -0.189
C 0.33 -2.00 11.13  -0.207
C -0.06 -1.64 9.71  -0.205
O -1.43 -1.89 9.46  -0.204
C -2.23 -0.72 9.50  -0.111
H -1.96 -0.98 13.24  0.089
H -2.09 -2.23 11.99  0.083
H -1.09 -2.51 13.43  0.090
H 0.10 -3.05 11.33  0.128
H 1.41 -1.86 11.24  0.127
H 0.52 -2.26 9.02  0.125
H 0.18 -0.59 9.51  0.126
H -2.07 -0.11 8.60  0.087
H -2.02 -0.12 10.39  0.085
H -3.27 -1.04 9.53  0.087
C 7.54 -9.43 -11.86  -0.110
O 8.80 -9.41 -11.21  -0.188
C 9.04 -8.22 -10.49  -0.207
C 8.82 -8.41 -9.01  -0.209
O 7.45 -8.66 -8.70  -0.200
C 7.19 -10.03 -8.47  -0.117
H 7.35 -10.46 -12.19  0.089
H 6.73 -9.13 -11.19  0.083
H 7.55 -8.78 -12.74  0.089
H 8.42 -7.40 -10.87  0.127
H 10.09 -7.95 -10.66  0.126
H 9.10 -7.48 -8.49  0.124
H 9.45 -9.21 -8.63  0.128
H 7.59 -10.33 -7.49  0.080
H 7.63 -10.67 -9.24  0.086
H 6.11 -10.18 -8.47  0.092



# 2
Here is a 10-piece molecular cluster, C49H110Br3N9O2 overall from the OMol25 dataset. Energies are from ωB97M-V with the def2-TZVPD basis set.

Output
Net charge = +4
Highest occupied orbital energy = -13.89 eV
LUMO level = -7.472 eV

Last column: Löwdin charge in e.
CARTESIAN COORDINATES (ANGSTROEM)
C 2.14 -2.61 2.60  -0.071
C 1.67 -3.17 3.91  -0.141
N 0.58 -4.15 3.72  -0.017
C -0.66 -3.92 3.21  -0.041
C -1.29 -5.10 3.08  -0.008
N -0.45 -6.03 3.65  -0.084
C 0.65 -5.43 4.03  -0.026
C -0.75 -7.45 3.85  0.040
H 2.75 -3.30 2.01  0.040
H 2.69 -1.69 2.71  0.097
H 1.29 -2.41 1.93  0.066
H 1.31 -2.40 4.60  0.114
H 2.47 -3.64 4.49  0.134
H -0.95 -2.97 2.79  0.060
H -2.23 -5.38 2.64  0.129
H 1.48 -5.96 4.47  0.179
H -1.73 -7.58 4.28  0.109
H 0.03 -7.90 4.46  0.107
H -0.67 -7.95 2.88  0.108
C -1.43 1.34 10.83  -0.057
C -1.70 2.71 10.25  -0.149
N -0.90 2.97 9.04  -0.032
C 0.42 3.35 8.96  0.022
C 0.70 3.45 7.66  -0.009
N -0.36 2.94 6.96  -0.074
C -1.30 2.67 7.84  -0.046
C -0.43 2.78 5.51  -0.023
H -0.45 1.31 11.29  0.085
H -1.53 0.55 10.08  0.081
H -2.19 1.13 11.58  0.093
H -1.58 3.51 10.97  0.138
H -2.74 2.72 9.93  0.127
H 1.05 3.55 9.81  0.150
H 1.63 3.71 7.18  0.147
H -2.20 2.14 7.58  0.177
H -1.43 2.47 5.24  0.069
H 0.41 2.20 5.16  0.067
H -0.39 3.78 5.07  0.106
C -4.04 2.32 -0.38  -0.099
C -2.66 2.90 -0.78  -0.222
C -1.53 1.95 -0.32  -0.183
C -0.17 2.65 -0.54  -0.125
N 0.93 2.10 0.28  -0.236
C 0.94 2.62 1.74  -0.112
C 1.60 4.01 1.63  -0.155
C 2.37 4.05 0.33  -0.149
C 2.23 2.67 -0.25  -0.154
C 1.07 0.58 0.32  -0.008
H -4.23 1.33 -0.79  0.053
H -4.78 2.97 -0.85  0.082
H -4.09 2.22 0.71  0.057
H -2.59 3.90 -0.36  0.116
H -2.61 2.85 -1.88  0.110
H -1.46 1.02 -0.90  0.100
H -1.68 1.76 0.75  0.087
H -0.30 3.66 -0.13  0.134
H 0.15 2.60 -1.57  0.069
H 1.50 1.97 2.39  0.108
H -0.06 2.83 2.10  0.101
H 2.25 4.19 2.48  0.121
H 0.82 4.77 1.74  0.113
H 3.43 4.34 0.39  0.127
H 2.07 4.86 -0.34  0.122
H 2.98 1.94 0.02  0.025
H 2.29 2.73 -1.34  0.092
H 1.36 0.44 -0.73  0.037
H 0.09 0.19 0.55  0.037
H 1.91 0.32 0.95  0.092
C -7.77 1.70 3.97  -0.079
C -6.52 1.86 3.11  -0.257
C -5.60 0.67 3.02  -0.203
C -6.18 -0.56 2.38  -0.131
N -5.21 -1.67 2.15  -0.273
C -4.19 -1.33 1.12  -0.111
C -3.84 -2.60 0.33  -0.125
C -4.91 -3.62 0.78  -0.139
C -5.99 -2.80 1.50  -0.067
C -4.58 -2.16 3.39  0.034
H -7.48 1.60 5.02  0.082
H -8.31 0.79 3.71  0.071
H -8.43 2.55 3.82  0.084
H -5.93 2.73 3.40  0.115
H -6.84 2.16 2.10  0.115
H -5.19 0.38 4.00  0.117
H -4.65 0.93 2.54  0.100
H -6.69 -0.36 1.44  0.146
H -6.98 -1.00 2.99  0.144
H -3.30 -0.85 1.51  0.086
H -4.68 -0.61 0.47  0.121
H -2.85 -2.98 0.60  0.102
H -3.82 -2.42 -0.74  0.105
H -4.47 -4.36 1.43  0.099
H -5.34 -4.13 -0.08  0.126
H -6.42 -3.44 2.26  0.143
H -6.66 -2.41 0.74  0.145
H -4.11 -1.33 3.90  0.086
H -3.83 -2.87 3.07  0.096
H -5.34 -2.58 4.04  0.126
C 4.47 5.10 -9.27  -0.096
C 4.59 3.77 -8.53  -0.250
C 4.14 3.86 -7.07  -0.210
C 4.13 2.54 -6.32  -0.116
N 4.88 2.53 -5.01  -0.272
C 4.25 3.46 -4.02  -0.093
C 5.41 4.13 -3.27  -0.141
C 6.69 3.44 -3.73  -0.126
C 6.29 3.04 -5.13  -0.091
C 4.93 1.14 -4.52  -0.021
H 3.43 5.27 -9.58  0.079
H 5.01 5.07 -10.22  0.079
H 4.80 5.98 -8.72  0.078
H 5.64 3.47 -8.51  0.114
H 4.00 3.00 -9.03  0.116
H 3.11 4.23 -7.05  0.125
H 4.65 4.66 -6.52  0.109
H 4.50 1.69 -6.90  0.138
H 3.12 2.25 -6.02  0.115
H 3.67 2.85 -3.33  0.084
H 3.60 4.20 -4.46  0.133
H 5.22 4.10 -2.19  0.111
H 5.44 5.22 -3.38  0.122
H 6.96 2.63 -3.05  0.109
H 7.49 4.18 -3.74  0.129
H 6.91 2.33 -5.69  0.149
H 6.21 3.95 -5.71  0.124
H 5.49 0.52 -5.21  0.116
H 3.96 0.76 -4.27  0.019
H 5.56 1.19 -3.63  0.044
C -3.49 -1.78 -5.47  0.010
N -2.51 -0.79 -5.03  -0.367
C -1.34 -0.86 -5.93  -0.005
C -3.06 0.60 -5.13  0.025
C -2.08 -0.99 -3.62  -0.153
C -1.37 -2.26 -3.33  -0.229
O -2.25 -3.37 -3.47  -0.059
H -3.06 -2.77 -5.48  0.106
H -3.91 -1.50 -6.43  0.123
H -4.31 -1.77 -4.74  0.119
H -1.69 -0.71 -6.95  0.122
H -0.98 -1.89 -5.96  0.112
H -0.48 -0.27 -5.63  0.041
H -3.24 0.78 -6.19  0.119
H -2.25 1.29 -4.90  0.110
H -3.87 0.76 -4.44  0.114
H -3.00 -0.91 -3.03  0.134
H -1.47 -0.15 -3.29  0.067
H -1.02 -2.28 -2.29  0.124
H -0.46 -2.32 -3.94  0.116
H -2.02 -4.06 -2.85  0.093
C 2.31 -4.90 -0.07  -0.010
N 3.36 -4.55 -1.06  -0.362
C 4.49 -5.51 -0.80  0.030
C 2.84 -4.79 -2.43  0.014
C 3.88 -3.17 -0.97  -0.129
C 3.19 -2.10 -1.76  -0.299
O 1.77 -2.01 -1.56  -0.157
H 2.07 -5.96 -0.16  0.108
H 1.44 -4.26 -0.17  0.106
H 2.77 -4.83 0.92  0.085
H 4.10 -6.51 -0.69  0.113
H 5.00 -5.19 0.10  0.121
H 5.15 -5.45 -1.66  0.118
H 3.71 -4.80 -3.08  0.121
H 2.09 -4.06 -2.69  0.096
H 2.44 -5.80 -2.48  0.118
H 4.90 -3.19 -1.35  0.147
H 4.04 -2.96 0.09  0.132
H 3.45 -2.30 -2.81  0.126
H 3.61 -1.12 -1.47  -0.080
H 1.53 -1.27 -2.18  -0.040
Br -0.86 -0.10 3.38  -0.306
Br 5.14 0.40 -0.74  -0.253
Br 1.24 0.83 -3.59  -0.062



no.,Kohn-Sham gap (hartree)
1,0.2577
2,0.2358